Record 1
The following is a DFT calculation (ωB97M-V with the def2-TZVPD basis set) of 2 unconnected molecules or ions with the total composition H2N2OS.

Geometry (Å):
1 N 1.004 1.630 0.095
2 N 1.560 0.627 -0.077
3 O -1.832 -0.395 -0.168
4 S 2.195 -0.725 -0.292
5 H -1.375 0.134 0.378
6 H -1.552 -1.270 0.065

E_HOMO (spin up / spin down): -6.4 / -10.1 eV
<S²>: 2.0180
Spin multiplicity: 3
Relative energy (zero: lowest compared OMol25 entry of this formula, charge and spin): 26.7 kJ/mol
Frontier orbital gap (spin up / spin down): 6.72 / 6.39 eV
LUMO level (spin up / spin down): 0.3 / -3.7 eV


Record 2
The following is a DFT calculation (ωB97M-V with the def2-TZVPD basis set) of a single H2N2P2 molecule.

Geometry (Å):
1 N -2.005 -1.321 0.338
2 P -2.304 0.690 -0.021
3 P -0.516 -1.130 -0.317
4 N -0.640 0.602 -0.286
5 H 0.362 -1.215 0.790
6 H -0.080 1.282 -0.783

E_HOMO (spin up / spin down): -8.5 / -8.2 eV
Relative energy (zero: lowest compared OMol25 entry of this formula, charge and spin): 180.4 kJ/mol
Frontier orbital gap (spin up / spin down): 7.68 / 7.30 eV
Structure (SMILES): N1=P2=[P@H]1N2
LUMO level (spin up / spin down): -0.8 / -0.9 eV


Record 3
The following is a DFT calculation (ωB97M-V with the def2-TZVPD basis set) of a single H2N3P3 molecule.

Geometry (Å):
1 N -1.068 -0.882 0.493
2 N 1.003 0.880 -0.070
3 N 1.798 -1.101 0.727
4 P -2.671 -0.466 0.719
5 P 2.429 0.047 -0.221
6 P 0.413 -0.265 1.224
7 H -0.984 -1.748 -0.188
8 H 0.854 1.830 0.052

E_HOMO (spin up / spin down): -7.4 / -9.3 eV
<S²>: 2.0036
Spin multiplicity: 3
Relative energy (zero: lowest compared OMol25 entry of this formula, charge and spin): 0.0 kJ/mol
Frontier orbital gap (spin up / spin down): 6.95 / 8.40 eV
LUMO level (spin up / spin down): -0.5 / -0.9 eV


Record 4
The following is a DFT calculation (ωB97M-V with the def2-TZVPD basis set) of a single H2N4O2 molecule.

Geometry (Å):
1 N 0.040 -0.202 -0.105
2 N -0.151 -0.077 -1.358
3 N 0.324 1.025 -1.879
4 O 0.847 1.835 -1.069
5 N 0.228 1.114 -3.262
6 O 0.953 1.934 -3.761
7 H 0.536 0.695 0.146
8 H -0.766 -0.588 0.481

E_HOMO: -9.5 eV
Relative energy (zero: lowest compared OMol25 entry of this formula, charge and spin): 364.1 kJ/mol
Frontier orbital gap: 8.00 eV
Structure (SMILES): N/N=[N+](\[O-])N=O
LUMO level: -1.5 eV


Record 5
The following is a DFT calculation (ωB97M-V with the def2-TZVPD basis set) of 2 unconnected molecules or ions with the total composition H2N4O2.

Geometry (Å):
1 N -0.796 0.851 0.120
2 N 1.527 0.706 0.086
3 N -1.909 0.459 0.056
4 N 0.266 0.229 0.139
5 O 0.118 -1.752 0.085
6 O 2.474 -0.008 -0.053
7 H 0.962 -1.645 -0.433
8 H -2.641 1.160 0.000

E_HOMO (spin up / spin down): -10.0 / -10.0 eV
Relative energy (zero: lowest compared OMol25 entry of this formula, charge and spin): 542.7 kJ/mol
Frontier orbital gap (spin up / spin down): 8.59 / 8.59 eV
LUMO level (spin up / spin down): -1.4 / -1.4 eV


Record 6
The following is a DFT calculation (ωB97M-V with the def2-TZVPD basis set) of a gas-phase ion, H2N5O2 (charge -1).

Geometry (Å):
1 O 1.574 1.580 -0.662
2 N 0.633 1.228 0.030
3 N 0.883 -0.055 0.681
4 N -0.250 -0.710 1.068
5 N -1.150 -0.927 -0.025
6 N -0.916 -0.154 -0.937
7 O -1.551 -0.117 -2.020
8 H 1.502 -0.827 0.197
9 H -0.724 -0.017 1.668

E_HOMO (spin up / spin down): -3.0 / -3.0 eV
Total charge: -1
Relative energy (zero: lowest compared OMol25 entry of this formula, charge and spin): 153.8 kJ/mol
Frontier orbital gap (spin up / spin down): 7.79 / 7.79 eV
Structure (SMILES): O=NNN/N=N/[O-]
LUMO level (spin up / spin down): 4.8 / 4.8 eV


What is the relative energy (zero: lowest compared OMol25 entry of this formula, charge and spin) in the second record?
180.4 kJ/mol